No. 1
{"formula": "C14H22Cl24NO6P", "method": "wB97M-V/def2-TZVPD", "smiles": "NCCCCCOC(=O)OP(=O)(O)O.ClC(Cl)Cl.ClC(Cl)Cl.ClC(Cl)Cl.ClC(Cl)Cl.ClC(Cl)Cl.ClC(Cl)Cl.ClC(Cl)Cl.ClC(Cl)Cl", "gap_ev": 8.9, "total_charge": 0, "max_force_ev_per_a": 9.50, "symbols": ["N", "C", "C", "C", "C", "C", "O", "C", "O", "O", "P", "O", "O", "O", "H", "H", "H", "H", "H", "H", "H", "H", "H", "H", "H", "H", "H", "H", "Cl", "C", "Cl", "Cl", "H", "Cl", "C", "Cl", "Cl", "H", "Cl", "C", "Cl", "Cl", "H", "Cl", "C", "Cl", "Cl", "H", "Cl", "C", "Cl", "Cl", "H", "Cl", "C", "Cl", "Cl", "H", "Cl", "C", "Cl", "Cl", "H", "Cl", "C", "Cl", "Cl", "H"], "xyz": [[2.728, -4.335, 0.188], [3.063, -2.898, -0.139], [2.021, -2.149, -1.157], [0.989, -3.139, -1.957], [-0.491, -2.997, -1.236], [-1.449, -4.310, -1.623], [-2.836, -3.868, -1.422], [-3.552, -4.688, -0.432], [-3.555, -6.048, -0.506], [-4.351, -4.108, 0.664], [-4.865, -2.481, 0.320], [-3.788, -1.372, 0.761], [-5.374, -2.197, -1.322], [-6.294, -2.199, 1.337], [3.249, -5.000, -0.446], [3.170, -4.508, 1.139], [4.153, -2.770, -0.572], [3.025, -2.292, 0.885], [1.358, -1.405, -0.526], [2.616, -1.531, -1.957], [0.844, -2.720, -3.065], [1.334, -4.253, -2.051], [-0.299, -2.926, -0.079], [-1.008, -2.026, -1.656], [-1.122, -5.237, -0.988], [-1.281, -4.485, -2.789], [-4.749, -1.518, -1.750], [-7.000, -2.853, 1.000], [1.865, 1.370, -3.564], [3.036, 1.623, -2.258], [2.280, 1.339, -0.681], [4.444, 0.569, -2.472], [3.374, 2.661, -2.296], [3.665, 5.106, -2.582], [4.836, 5.359, -1.276], [4.080, 5.075, 0.301], [6.244, 4.305, -1.490], [5.174, 6.398, -1.314], [-0.576, 0.548, -0.170], [-1.610, 1.687, -1.050], [-1.166, 3.358, -0.663], [-1.504, 1.403, -2.796], [-2.645, 1.524, -0.737], [-6.194, 0.639, -0.207], [-5.648, 2.069, -1.099], [-4.470, 1.616, -2.341], [-7.027, 2.912, -1.827], [-5.162, 2.749, -0.395], [9.320, 7.926, 1.156], [9.328, 6.163, 0.986], [7.672, 5.533, 0.953], [10.205, 5.683, -0.477], [9.842, 5.736, 1.851], [2.072, 8.067, -0.343], [0.791, 7.535, 0.760], [0.062, 6.026, 0.186], [1.428, 7.334, 2.401], [0.015, 8.305, 0.784], [1.835, -3.585, 4.130], [0.488, -3.275, 3.021], [0.991, -2.181, 1.721], [-0.130, -4.795, 2.351], [-0.317, -2.794, 3.583], [-5.202, -1.805, 5.403], [-6.640, -2.726, 4.932], [-6.439, -4.441, 5.330], [-8.085, -2.070, 5.720], [-6.767, -2.636, 3.850]], "atomic_forces_ev_per_a": [[1.7, 0.1, 0.5], [1.0, 1.4, 0.0], [-0.2, -0.2, -0.4], [-0.9, 0.9, -0.5], [0.3, -1.0, -0.4], [2.7, 1.2, -0.7], [-2.2, -2.3, 4.0], [0.6, -7.3, -1.6], [0.2, 9.5, 0.8], [0.4, 2.0, -4.3], [2.5, 5.8, 1.7], [-4.1, -4.8, -1.9], [1.6, -0.7, 2.8], [1.6, -3.0, -3.5], [-0.8, 1.2, 0.8], [-0.8, 0.1, -1.5], [-2.1, -0.3, 0.8], [0.7, -1.5, -2.6], [1.4, -1.4, -1.6], [-1.1, -1.1, 1.8], [0.5, -1.0, 2.3], [-0.6, 2.1, 0.4], [-0.9, -0.2, -2.6], [1.0, -1.9, 1.0], [-1.0, 1.7, -1.3], [-0.7, 0.1, 2.6], [-1.0, -1.3, 1.3], [1.2, 1.4, 0.8], [0.2, 0.1, 0.1], [0.1, 0.0, 0.2], [0.7, 0.4, -0.4], [0.0, 0.2, 0.0], [-0.1, -0.5, 0.0], [0.1, 0.2, 0.1], [0.1, 0.0, 0.1], [0.1, 0.0, -0.2], [-0.5, -0.1, -0.4], [-0.1, -0.3, 0.0], [-0.9, 0.0, 0.1], [0.2, -0.2, 0.2], [-0.2, -0.3, -0.1], [0.2, 0.0, 0.2], [0.5, 0.0, -0.1], [0.0, 0.5, -0.1], [-0.3, 0.0, 0.1], [-0.6, 0.1, 0.1], [0.2, 0.0, 0.1], [-0.1, -0.2, -0.3], [0.0, -0.2, 0.0], [0.0, 0.0, 0.1], [0.5, 0.3, 0.4], [-0.1, 0.0, 0.2], [-0.2, 0.2, -0.3], [-0.2, 0.0, 0.1], [-0.1, 0.0, 0.0], [0.2, 0.4, 0.1], [-0.1, 0.0, -0.2], [0.3, -0.3, 0.0], [-0.1, 0.0, -0.1], [-0.2, 0.1, 0.1], [-0.9, 0.0, 1.3], [0.0, 0.2, 0.1], [0.3, -0.2, -0.2], [-0.2, -0.1, -0.1], [0.0, 0.0, -0.1], [0.0, 0.2, -0.1], [0.1, -0.1, -0.1], [0.1, 0.0, 0.4]]}

---

No. 2
{"formula": "C14H22Cl2NO2", "method": "wB97M-V/def2-TZVPD", "smiles": "CCOCCC[NH2+]Cc1cc(Cl)cc(Cl)c1OCC", "gap_ev": 9.5, "total_charge": 1, "e_above_lowest_ev": 0.1993, "max_force_ev_per_a": 0.78, "symbols": ["C", "C", "O", "C", "C", "C", "N", "C", "C", "C", "C", "Cl", "C", "C", "Cl", "C", "O", "C", "C", "H", "H", "H", "H", "H", "H", "H", "H", "H", "H", "H", "H", "H", "H", "H", "H", "H", "H", "H", "H", "H", "H"], "xyz": [[-2.978, -1.384, -2.830], [-2.010, -1.726, -1.708], [-1.932, -0.728, -0.691], [-3.086, -0.619, 0.138], [-2.819, 0.417, 1.231], [-1.662, 0.010, 2.138], [-0.420, -0.032, 1.342], [0.755, -0.657, 1.983], [1.975, -0.533, 1.102], [2.755, -1.653, 0.877], [3.908, -1.558, 0.111], [4.866, -2.952, -0.184], [4.286, -0.329, -0.401], [3.517, 0.804, -0.169], [4.153, 2.284, -0.802], [2.328, 0.721, 0.564], [1.466, 1.745, 0.875], [1.236, 2.853, -0.007], [0.730, 2.415, -1.373], [-2.769, -0.391, -3.219], [-2.857, -2.105, -3.632], [-4.011, -1.422, -2.492], [-0.991, -1.788, -2.099], [-2.276, -2.688, -1.251], [-3.311, -1.598, 0.582], [-3.949, -0.304, -0.457], [-2.604, 1.380, 0.765], [-3.723, 0.527, 1.827], [-1.844, -0.985, 2.552], [-1.546, 0.714, 2.965], [-0.686, -0.497, 0.438], [-0.081, 0.925, 1.103], [0.936, -0.142, 2.932], [0.547, -1.708, 2.191], [2.475, -2.604, 1.301], [5.194, -0.239, -0.974], [2.132, 3.465, -0.102], [0.476, 3.437, 0.521], [-0.182, 1.825, -1.291], [1.483, 1.825, -1.889], [0.519, 3.296, -1.970]], "atomic_forces_ev_per_a": [[0.2, 0.1, 0.4], [0.0, -0.2, -0.4], [0.0, 0.2, 0.2], [-0.3, 0.2, 0.0], [0.2, -0.4, -0.2], [-0.6, 0.1, 0.2], [0.1, 0.2, -0.4], [0.5, -0.1, 0.2], [-0.1, 0.2, -0.1], [0.1, 0.1, -0.1], [-0.2, 0.4, 0.1], [0.1, -0.1, 0.0], [-0.1, -0.2, 0.1], [-0.2, 0.0, 0.1], [0.0, 0.0, 0.0], [0.1, -0.3, -0.1], [0.5, -0.2, 0.3], [-0.3, 0.5, -0.5], [0.2, 0.0, 0.4], [0.0, 0.1, -0.1], [0.0, -0.1, -0.1], [-0.1, 0.0, 0.0], [-0.1, -0.1, 0.0], [0.1, 0.1, 0.0], [0.0, 0.1, 0.0], [0.1, -0.1, 0.0], [-0.1, 0.1, 0.0], [0.0, 0.0, 0.0], [0.1, 0.0, 0.0], [0.1, -0.1, 0.0], [0.2, 0.2, 0.2], [-0.3, -0.4, 0.0], [-0.2, 0.0, -0.1], [-0.1, 0.1, 0.0], [-0.1, -0.1, 0.0], [0.1, 0.0, -0.1], [-0.2, -0.1, 0.1], [0.1, -0.1, -0.1], [-0.1, 0.0, 0.0], [0.0, 0.0, -0.1], [0.0, 0.1, -0.1]]}

---

No. 3
{"formula": "C14H22ClCrO2P", "method": "wB97M-V/def2-TZVPD", "gap_ev": [5.0, 5.0], "total_charge": 4, "e_above_lowest_ev": 0.0000, "max_force_ev_per_a": 8.46, "symbols": ["Cl", "C", "C", "C", "H", "C", "C", "H", "H", "H", "C", "Cr", "C", "O", "C", "O", "H", "H", "H", "C", "C", "P", "C", "C", "C", "C", "H", "H", "H", "H", "H", "H", "H", "H", "H", "H", "H", "H", "H", "H", "H"], "xyz": [[-1.621, 1.304, -1.567], [1.792, -1.101, -0.754], [2.255, -0.615, 0.534], [2.212, 0.834, 0.485], [2.664, -1.223, 1.340], [1.799, 1.234, -0.847], [1.539, 0.037, -1.584], [1.271, 0.032, -2.651], [1.758, -2.143, -1.070], [2.548, 1.527, 1.255], [1.761, 2.630, -1.366], [0.219, 0.070, 0.198], [-0.613, 1.631, 0.966], [-1.110, 2.531, 1.516], [-1.181, -1.069, -0.552], [-1.970, -1.901, -0.818], [1.354, 3.314, -0.617], [1.121, 2.686, -2.252], [2.768, 2.974, -1.632], [0.216, 0.909, 4.281], [0.527, -0.457, 3.691], [-0.409, -0.951, 2.181], [-0.001, -2.732, 2.034], [-0.650, -3.658, 3.061], [-2.182, -0.745, 2.539], [-2.692, -1.267, 3.882], [0.668, 1.720, 3.697], [0.641, 0.958, 5.292], [-0.859, 1.112, 4.359], [1.586, -0.515, 3.398], [0.357, -1.259, 4.425], [-0.259, -3.042, 1.009], [1.097, -2.793, 2.110], [-1.712, -3.818, 2.849], [-0.160, -4.639, 3.020], [-0.546, -3.284, 4.086], [-2.380, 0.334, 2.445], [-2.718, -1.217, 1.702], [-2.068, -0.946, 4.728], [-3.703, -0.875, 4.054], [-2.764, -2.360, 3.900]], "atomic_forces_ev_per_a": [[1.6, -1.0, 1.4], [0.7, 0.7, -0.4], [-0.2, 0.9, -0.5], [0.6, -0.5, -0.9], [-0.2, 0.1, 0.0], [1.4, 1.3, 0.2], [0.5, -0.8, -0.8], [-0.1, -0.2, 0.4], [-0.2, 0.0, 0.0], [-0.2, -0.1, 0.1], [-1.1, -0.5, 0.0], [-1.5, -0.7, -0.4], [-3.0, 6.5, 3.5], [2.5, -4.5, -2.8], [-5.5, -5.8, -2.7], [4.4, 4.8, 1.4], [0.3, 0.2, 0.1], [0.2, 0.0, 0.0], [0.2, -0.1, 0.1], [-0.3, 0.4, -0.3], [1.1, 1.0, 0.0], [-0.5, -1.0, 2.9], [1.1, -1.0, -1.6], [-1.0, 0.5, 0.7], [-1.2, 0.8, -1.1], [0.6, -0.6, 0.8], [0.0, -0.1, 0.2], [-0.1, 0.0, -0.1], [0.2, -0.1, 0.2], [-0.1, -0.1, 0.2], [-0.3, -0.2, -0.4], [0.1, -0.2, 0.3], [-0.2, 0.1, 0.0], [0.3, 0.0, 0.0], [0.2, 0.1, -0.3], [0.0, -0.2, -0.2], [-0.1, -0.2, 0.1], [0.0, 0.0, 0.2], [-0.3, 0.0, -0.2], [0.1, 0.2, -0.2], [0.0, 0.4, 0.0]]}

---

No. 4
{"formula": "C14H22ClO2PRu", "method": "wB97M-V/def2-TZVPD", "gap_ev": [5.8, 5.5], "spin_multiplicity": 5, "total_charge": 2, "max_force_ev_per_a": 8.01, "symbols": ["Cl", "C", "C", "C", "H", "C", "C", "H", "H", "H", "C", "Ru", "C", "O", "C", "O", "H", "H", "H", "C", "C", "P", "C", "C", "C", "C", "H", "H", "H", "H", "H", "H", "H", "H", "H", "H", "H", "H", "H", "H", "H"], "xyz": [[0.150, 3.655, -1.960], [-2.154, 0.313, -2.389], [-1.258, -0.752, -2.086], [0.041, -0.417, -2.605], [-1.517, -1.681, -1.594], [-0.072, 0.848, -3.320], [-1.435, 1.320, -3.094], [-1.833, 2.232, -3.524], [-3.208, 0.331, -2.153], [0.917, -1.043, -2.603], [0.926, 1.424, -4.265], [-0.099, 1.311, -1.205], [1.739, 1.448, -0.822], [2.873, 1.581, -0.617], [-1.224, 2.285, -0.011], [-1.866, 2.927, 0.713], [1.941, 1.171, -3.939], [0.817, 2.511, -4.293], [0.763, 1.020, -5.268], [2.398, -2.172, 1.039], [0.868, -2.045, 1.097], [0.121, -0.360, 0.859], [-1.635, -0.759, 1.262], [-1.977, -1.154, 2.679], [0.746, 0.675, 2.248], [0.764, 0.066, 3.632], [2.751, -2.054, 0.003], [2.712, -3.168, 1.390], [2.924, -1.441, 1.658], [0.446, -2.673, 0.305], [0.516, -2.475, 2.061], [-2.224, 0.105, 0.943], [-1.902, -1.567, 0.565], [-1.905, -0.315, 3.374], [-3.014, -1.490, 2.712], [-1.357, -1.979, 3.040], [1.760, 0.967, 1.940], [0.166, 1.599, 2.223], [1.230, -0.924, 3.631], [1.342, 0.703, 4.298], [-0.233, -0.021, 4.077]], "atomic_forces_ev_per_a": [[0.1, 0.6, 0.0], [1.1, -0.6, 0.8], [-0.3, -0.1, -0.6], [-0.7, 0.7, -0.2], [0.0, 0.2, 0.0], [-1.5, -0.9, -0.9], [1.2, -0.4, -1.0], [-0.1, -0.1, 0.1], [0.0, 0.1, 0.1], [0.1, -0.2, 0.0], [0.2, 0.4, 0.6], [-1.9, -0.3, -2.6], [7.7, 0.8, 1.9], [-4.0, -0.6, -0.8], [-4.0, 3.6, 5.1], [2.3, -2.5, -2.9], [-0.1, 0.1, -0.2], [0.1, -0.2, -0.2], [0.0, -0.1, 0.1], [0.1, 0.1, -0.3], [0.4, -0.3, 0.0], [-0.4, -1.4, 1.9], [0.0, 0.3, -0.8], [-0.3, -0.2, 0.5], [0.2, 0.3, -0.9], [-0.1, -0.3, 0.6], [0.0, -0.1, 0.3], [-0.2, 0.4, -0.2], [-0.1, 0.0, 0.0], [-0.1, 0.0, 0.1], [-0.1, 0.6, -0.6], [-0.2, -0.1, 0.1], [0.0, 0.1, 0.2], [-0.1, -0.2, -0.2], [0.0, -0.1, 0.0], [-0.1, 0.2, 0.0], [0.0, 0.0, 0.2], [-0.1, 0.1, 0.1], [-0.1, 0.2, 0.1], [0.1, 0.0, 0.0], [0.5, 0.0, -0.2]]}

---

No. 5
{"formula": "C14H22ClO5PW", "method": "wB97M-V/def2-TZVPD", "gap_ev": [6.7, 5.8], "spin_multiplicity": 3, "total_charge": 2, "max_force_ev_per_a": 7.11, "symbols": ["Cl", "C", "C", "C", "H", "C", "C", "H", "H", "H", "C", "W", "C", "C", "O", "O", "H", "H", "H", "C", "C", "O", "P", "O", "C", "C", "O", "C", "C", "H", "H", "H", "H", "H", "H", "H", "H", "H", "H", "H", "H", "H", "H", "H"], "xyz": [[-3.025, 0.163, -2.809], [0.615, -2.878, -2.821], [1.698, -2.099, -2.295], [1.488, -0.739, -2.668], [2.554, -2.483, -1.755], [0.273, -0.666, -3.455], [-0.253, -2.008, -3.544], [-1.112, -2.295, -4.162], [0.534, -3.963, -2.794], [2.165, 0.099, -2.524], [-0.256, 0.564, -4.083], [-0.233, -1.302, -1.435], [0.199, -2.512, 0.153], [-2.183, -1.414, -0.948], [0.488, -3.160, 1.089], [-3.266, -1.525, -0.523], [0.130, 1.427, -3.549], [-1.354, 0.576, -3.998], [0.042, 0.634, -5.129], [-3.377, 0.012, 2.607], [-2.625, 0.904, 1.670], [-1.296, 0.238, 1.549], [-0.010, 0.095, 0.624], [1.211, -0.327, 1.708], [1.123, -0.306, 3.171], [0.800, 1.028, 3.755], [0.432, 1.617, 0.329], [1.810, 1.732, -0.242], [2.626, 2.595, 0.681], [-3.469, -0.992, 2.198], [-4.360, 0.439, 2.800], [-2.796, -0.071, 3.526], [-3.131, 1.045, 0.713], [-2.429, 1.884, 2.101], [0.366, -1.044, 3.386], [2.025, -0.699, 3.638], [-0.168, 1.390, 3.405], [0.708, 0.901, 4.835], [1.555, 1.810, 3.624], [2.345, 0.784, -0.321], [1.608, 2.088, -1.265], [2.533, 2.306, 1.745], [3.688, 2.518, 0.418], [2.329, 3.638, 0.598]], "atomic_forces_ev_per_a": [[0.4, -0.3, 0.6], [-0.1, -0.2, -0.8], [0.5, 0.4, -0.3], [0.7, -0.2, -1.3], [-0.1, 0.0, 0.1], [1.6, -0.9, -1.8], [0.4, 0.1, -1.2], [0.2, 0.1, 0.5], [-0.1, 0.3, 0.3], [-0.2, -0.2, 0.2], [-0.5, 0.2, 0.4], [-1.9, 1.6, 2.4], [1.8, -4.2, 4.8], [-6.6, -1.1, 2.5], [-1.5, 3.0, -4.5], [4.2, 0.0, -1.2], [0.1, 0.3, -0.1], [0.8, 0.2, -0.6], [0.1, -0.1, -0.1], [0.2, 0.0, 0.2], [0.1, 0.1, 0.1], [1.2, -0.7, -1.7], [1.7, 2.9, 5.2], [-1.6, -0.1, -2.6], [-0.6, -0.3, 0.3], [-0.4, 0.6, 0.4], [-0.1, -1.8, -0.9], [-0.3, 0.3, 0.0], [0.2, 0.6, 0.2], [-0.2, 0.0, -0.1], [0.0, -0.1, 0.1], [-0.3, 0.1, 0.2], [0.4, -0.2, -0.2], [0.1, 0.0, 0.0], [-0.5, -0.1, 0.4], [0.4, 0.0, -0.9], [0.1, 0.1, 0.0], [0.0, -0.1, 0.0], [-0.1, -0.3, -0.2], [-0.5, -0.4, 0.2], [0.5, 0.4, 0.5], [-0.1, -0.1, -0.7], [-0.2, 0.0, 0.0], [0.0, 0.1, 0.0]]}